This record from the Open Molecules 2025 dataset describes a single C7H8N2O3 molecule at a distorted geometry. The level of theory is ωB97M-V with the def2-TZVPD basis set.

Properties
Frontier orbital gap ... 8.89 eV
Molar mass ... 168.15 g mol⁻¹
Net charge ... 0
Electronic energy ... -606.5245 a.u.
Energy above the lowest of the compared OMol25 structures with the same formula, charge and spin ... 167.5 kcal per mole
Largest force on an atom ... 0.161 hartree/bohr
SMILES string ... CCOc1ccncc1[N+](=O)[O-]

XYZ file:
```
20
C7H8N2O3 (ωB97M-V with the def2-TZVPD basis set)
C -3.181 0.524 0.137
C -2.031 -0.490 -0.164
C 0.443 -0.166 -0.250
C 0.925 -1.500 -0.004
C 2.178 -1.917 0.084
C 2.871 0.256 -0.088
C 1.531 0.725 -0.127
H -3.525 1.602 -0.389
H -3.325 0.799 1.273
H -4.037 -0.145 0.026
H -1.999 -1.106 -1.243
H -2.174 -1.269 0.580
H 0.011 -2.245 0.145
H 2.302 -2.984 0.381
H 3.785 0.952 -0.546
N 3.139 -1.069 0.214
N 1.330 2.227 -0.017
O -0.791 0.345 -0.180
O 2.419 2.891 -0.034
O 0.129 2.570 0.203
```